No. 1
This record from OMol25 describes an isolated molecule of CH2P2S3. The level of theory is ωB97M-V/def2-TZVPD.

Atoms and positions in Å:
C: 0.70761 -0.72420 -0.04669
P: 0.90667 0.76659 1.17863
P: -0.49825 -0.19497 -1.33374
S: 0.04949 1.72936 -1.85066
S: -1.02532 1.10175 1.80017
S: -2.02013 0.02983 0.41842
H: 1.67775 -1.04919 -0.43854
H: 0.20218 -1.65917 0.27241

Atoms 1-2, force components in eV/Å:
-0.47 0.44 0.35
-0.90 -0.60 -0.79

- HOMO energy (spin up / spin down) (eV) = -8.18 / -8.18
- energy above the lowest of the compared OMol25 structures with the same formula, charge and spin (kcal per mole) = 40.6
- Kohn-Sham gap (spin up / spin down) (eV) = 5.698 / 5.700

Atom-resolved charges from Mulliken, all expressed in e:
1 C -0.846
2 P 0.325
3 P 0.148
4 S -0.376
5 S 0.056
6 S -0.120
7 H 0.408
8 H 0.405

=====

No. 2
This record from OMol25 describes a structure of composition C10H8O. The level of theory is ωB97M-V/def2-TZVPD.

Atoms and positions in Å:
C: -0.34519 2.18677 0.76038
C: -1.58462 1.78898 0.23929
C: -1.65686 0.60228 -0.34452
C: -0.58891 -0.39044 -0.33812
C: -0.65937 -1.61770 -0.98751
C: 0.46384 -2.51176 -1.15895
C: 1.56174 -2.02146 -0.55172
C: 1.74487 -0.77936 0.09217
C: 0.74828 0.12957 0.11157
C: 0.85034 1.24314 0.87773
H: -0.17008 3.24061 2.31514
H: -2.71372 2.34109 0.46488
H: -2.92676 0.04718 -0.63405
H: -1.63262 -1.88104 -1.55260
H: 0.25339 -3.52002 -1.38259
H: 2.46795 -2.99804 -0.58058
H: 2.76555 -0.89141 0.14646
H: 1.67055 1.56700 1.13734
O: -0.24837 3.46461 1.38572

Atoms 1-2, force components in eV/Å:
3.67 -0.90 2.07
-3.21 2.55 1.23

- HOMO energy (eV) = -7.99
- energy above the lowest of the compared OMol25 structures with the same formula, charge and spin (kcal per mole) = 134.9
- Kohn-Sham gap (eV) = 7.937

Atom-resolved charges from Mulliken, all expressed in e:
1 C 0.475
2 C -0.277
3 C -0.428
4 C 0.613
5 C -0.313
6 C -0.792
7 C -0.008
8 C -0.713
9 C 0.636
10 C -0.941
11 H 0.344
12 H 0.189
13 H 0.092
14 H 0.194
15 H 0.391
16 H 0.096
17 H 0.373
18 H 0.590
19 O -0.521

=====

No. 3
This record from OMol25 describes an isolated molecule of C3H3NO2. The level of theory is ωB97M-V/def2-TZVPD.

Atoms and positions in Å:
O: 0.75734 1.46094 -1.79354
C: 0.45818 0.69414 -0.91700
N: -0.66050 0.65871 -0.12553
C: -0.53181 -0.38286 0.79072
C: 0.58278 -1.01977 0.52665
O: 1.22886 -0.36844 -0.49801
H: -1.36040 1.38877 -0.14507
H: -1.52953 -0.54870 1.20900
H: 1.05508 -1.88278 0.95277

Atoms 1-2, force components in eV/Å:
0.02 -0.31 0.24
-0.04 0.40 -0.21

- structure (SMILES) = O=c1[nH]cco1
- HOMO energy (eV) = -8.97
- energy above the lowest of the compared OMol25 structures with the same formula, charge and spin (kcal per mole) = 19.8
- Kohn-Sham gap (eV) = 9.704

Atom-resolved charges from Mulliken, all expressed in e:
1 O -0.565
2 C 0.452
3 N -0.060
4 C -0.229
5 C -0.211
6 O -0.299
7 H 0.206
8 H 0.307
9 H 0.398

=====

No. 4
This record from OMol25 describes a cluster of 14 separate species, C6H39NO14 in total. The level of theory is ωB97M-V/def2-TZVPD.

Atoms and positions in Å:
O: 2.00947 -2.80414 1.33082
C: 0.80643 -2.79911 1.24146
N: 0.17885 -1.53375 1.31560
C: -1.21989 -1.12381 1.17002
C: -1.51445 -0.08063 2.23441
C: -2.52562 -0.39186 3.36404
C: -3.83803 -1.02402 2.74981
C: -0.09872 -3.98460 1.12399
H: 0.78238 -0.72411 1.50681
H: -1.87591 -1.97021 1.12305
H: -1.34341 -0.68830 0.16373
H: -1.93672 0.88402 1.88951
H: -0.59445 0.29227 2.69166
H: -2.52818 0.45567 4.06138
H: -1.94939 -1.21396 3.84986
H: -3.68141 -2.08923 2.94497
H: -3.67203 -1.07202 1.67808
H: -4.78314 -0.66042 3.11095
H: 0.43070 -4.83809 1.53029
H: -0.31760 -4.22405 0.07350
H: -1.14166 -3.91505 1.45516
H: 2.09944 2.48485 1.86475
H: 2.04306 2.34042 0.37604
O: 2.01958 1.80336 1.18615
H: -3.19250 -3.50373 -1.37579
H: -2.20857 -2.34025 -1.71962
O: -2.28406 -3.31387 -1.63872
H: 3.06227 4.34893 -1.56092
H: 1.52642 3.90251 -1.71183
O: 2.15684 4.47995 -1.29109
H: -1.55155 3.50684 -1.00373
H: -1.81025 1.85871 -1.20612
O: -1.54385 2.70895 -1.55292
H: 1.95703 -1.28605 -0.99110
H: 2.75365 -0.63752 -2.23658
O: 1.97421 -1.11523 -1.92153
H: 3.06052 0.56811 -0.08240
H: 4.38079 -0.03205 -0.11229
O: 3.80573 0.49074 -0.69719
H: -4.00975 0.33904 -1.04234
H: -4.19662 0.72007 0.39982
O: -3.60375 0.87787 -0.35486
H: -1.63169 -0.18971 -2.89320
H: -0.44001 -1.09836 -2.34783
O: -1.38189 -0.89309 -2.25383
H: -2.92021 1.20217 -4.25855
H: -1.44295 1.72722 -4.41943
O: -1.99598 0.96393 -4.18108
H: 0.83201 2.98274 -3.52174
H: -0.58678 2.98335 -3.05899
O: -0.06816 3.17960 -3.86593
H: 1.74342 1.33203 -2.28777
H: 2.76925 1.88501 -3.24427
O: 2.03672 2.16519 -2.68044
H: 3.54121 -1.83001 1.79810
H: 5.05987 -1.83336 1.72950
O: 4.30379 -1.24000 1.67692
H: 4.49064 0.61693 3.07171
H: 4.15732 2.12400 3.26402
O: 3.90752 1.22609 3.53596

Atoms 1-2, force components in eV/Å:
-0.29 -0.02 -0.11
-1.11 -0.83 0.19

- HOMO energy (spin up / spin down) (eV) = -12.79 / -12.79
- 2S+1 = 2
- energy above the lowest of the compared OMol25 structures with the same formula, charge and spin (kcal per mole) = 27.4
- charge = +1
- Kohn-Sham gap (spin up / spin down) (eV) = 9.534 / 4.248

Atom-resolved charges from Mulliken, all expressed in e:
1 O -0.510
2 C 0.708
3 N 0.329
4 C 0.445
5 C -1.030
6 C -0.512
7 C -1.013
8 C -1.191
9 H 0.196
10 H 0.396
11 H -0.218
12 H 0.362
13 H 0.430
14 H 0.461
15 H 0.219
16 H 0.330
17 H 0.158
18 H 0.310
19 H 0.403
20 H 0.354
21 H 0.290
22 H 0.224
23 H 0.295
24 O -0.469
25 H 0.327
26 H 0.367
27 O -0.599
28 H 0.306
29 H 0.300
30 O -0.659
31 H 0.242
32 H 0.268
33 O -0.606
34 H 0.293
35 H 0.277
36 O -0.619
37 H 0.262
38 H 0.353
39 O -0.597
40 H 0.296
41 H 0.272
42 O -0.573
43 H 0.267
44 H 0.254
45 O -0.599
46 H 0.285
47 H 0.344
48 O -0.672
49 H 0.495
50 H 0.370
51 O -0.754
52 H 0.255
53 H 0.311
54 O -0.554
55 H 0.389
56 H 0.298
57 O -0.549
58 H 0.311
59 H 0.307
60 O -0.634

=====

No. 5
This record from OMol25 describes a cluster of 5 separate species, C24H30B3F13O11 in total. The level of theory is ωB97M-V/def2-TZVPD.

Atoms and positions in Å:
F: -0.21329 4.62840 1.42279
C: -1.23101 3.94301 1.92739
F: -2.27783 4.76768 2.06544
F: -0.89255 3.45699 3.11785
C: -1.65512 2.77389 1.00417
F: -2.80925 2.28695 1.52684
F: -1.90743 3.24770 -0.23691
C: -0.67683 1.57022 0.94522
F: -0.49752 1.11259 2.20246
F: -1.28936 0.60190 0.23710
C: 0.74568 1.80639 0.36799
F: 1.32372 0.57608 0.35337
F: 1.42433 2.59821 1.23061
C: 0.81996 2.36557 -1.07097
F: 0.60499 3.70684 -0.99826
F: -0.16358 1.80614 -1.81420
C: 2.18305 2.12938 -1.78180
F: 2.21695 0.84191 -2.21867
F: 3.16337 2.26139 -0.83474
C: 2.47314 3.08039 -2.90769
C: 1.37809 3.15783 -3.98004
B: 1.21393 1.85445 -4.83729
O: 2.20983 1.37800 -5.66446
B: 1.79771 0.27716 -6.40179
O: 0.52524 0.31686 -6.94329
B: -0.42088 0.74795 -6.03355
O: 0.03695 1.12340 -4.77925
H: 3.40708 2.77366 -3.36339
H: 2.64107 4.06684 -2.49560
H: 0.42959 3.46126 -3.55919
H: 1.66335 3.95616 -4.66264
H: 2.46882 -0.68895 -6.54218
H: -1.55836 0.78649 -6.31212
O: -0.67761 -4.56020 0.77522
C: -0.96578 -3.77014 1.62418
C: -0.56871 -2.30850 1.70839
C: -0.88521 -1.95930 3.15505
C: -2.02251 -2.91585 3.47370
O: -1.75438 -4.09003 2.67786
H: -1.18545 -1.74103 1.01189
H: 0.48096 -2.18332 1.45642
H: -1.14625 -0.91740 3.31047
H: -0.02864 -2.18563 3.79062
H: -2.99743 -2.52212 3.17667
H: -2.06279 -3.19898 4.52184
O: 0.46195 -0.26383 5.51441
C: 0.72127 0.73649 6.11342
C: 0.80231 2.14786 5.56444
C: 1.54399 2.89730 6.66959
C: 1.14419 2.10078 7.90540
O: 0.96682 0.74942 7.44371
H: -0.21379 2.51868 5.42618
H: 1.32938 2.15699 4.61478
H: 1.29311 3.95346 6.74152
H: 2.61984 2.81692 6.51022
H: 0.19942 2.44368 8.33254
H: 1.90403 2.10635 8.68245
O: 4.93559 -4.74692 -1.85108
C: 4.14783 -5.25442 -1.11153
C: 2.63328 -5.18201 -1.17370
C: 2.21427 -5.65237 0.21689
C: 3.36584 -6.57512 0.59114
O: 4.52496 -6.02305 -0.06091
H: 2.28948 -5.85821 -1.95762
H: 2.30932 -4.17014 -1.39724
H: 1.24316 -6.13568 0.25131
H: 2.18580 -4.80202 0.89832
H: 3.21838 -7.59324 0.22352
H: 3.55313 -6.61276 1.66151
O: -3.13129 2.33107 -4.89217
C: -3.67527 1.35224 -4.47962
C: -4.69099 1.28206 -3.35419
C: -4.71235 -0.20501 -3.01037
C: -4.35077 -0.83528 -4.34709
O: -3.48001 0.11073 -4.99482
H: -5.65117 1.63123 -3.73625
H: -4.37736 1.90594 -2.52243
H: -5.66145 -0.56029 -2.61466
H: -3.93661 -0.42491 -2.27559
H: -5.22500 -0.98714 -4.98366
H: -3.82135 -1.77904 -4.24394

Atoms 1-2, force components in eV/Å:
-0.12 0.05 0.09
-0.36 0.20 -0.23

- structure (SMILES) = FC(F)(F)C(F)(F)C(F)(F)C(F)(F)C(F)(F)C(F)(F)CCB1OBOBO1.O=C1CCCO1.O=C1CCCO1.O=C1CCCO1.O=C1CCCO1
- HOMO energy (eV) = -9.81
- Kohn-Sham gap (eV) = 10.131

Atom-resolved charges from Mulliken, all expressed in e:
1 F -0.199
2 C 0.445
3 F -0.267
4 F -0.163
5 C 0.549
6 F -0.293
7 F -0.214
8 C 0.569
9 F -0.264
10 F -0.270
11 C 0.645
12 F -0.288
13 F -0.306
14 C 0.442
15 F -0.315
16 F -0.207
17 C 0.816
18 F -0.271
19 F -0.348
20 C -1.127
21 C -0.593
22 B 0.384
23 O -0.526
24 B 0.583
25 O -0.422
26 B 0.500
27 O -0.195
28 H 0.488
29 H 0.359
30 H 0.286
31 H 0.439
32 H -0.097
33 H -0.144
34 O -0.583
35 C 0.310
36 C 0.094
37 C -0.048
38 C -0.572
39 O -0.359
40 H -0.017
41 H 0.328
42 H 0.043
43 H 0.228
44 H 0.279
45 H 0.320
46 O -0.486
47 C 0.345
48 C 0.174
49 C -0.644
50 C -0.452
51 O -0.395
52 H 0.112
53 H 0.118
54 H 0.337
55 H 0.304
56 H 0.241
57 H 0.352
58 O -0.579
59 C 0.540
60 C -0.411
61 C -0.195
62 C -0.479
63 O -0.360
64 H 0.275
65 H 0.215
66 H 0.400
67 H 0.024
68 H 0.246
69 H 0.325
70 O -0.586
71 C 0.646
72 C -0.416
73 C -0.251
74 C -0.537
75 O -0.378
76 H 0.300
77 H 0.164
78 H 0.369
79 H 0.047
80 H 0.259
81 H 0.358

=====

No. 6
This record from OMol25 describes a structure of composition C2H3LiO2Pt. The level of theory is ωB97M-V/def2-TZVPD.

Atoms and positions in Å:
H: -1.42412 0.49177 -0.50008
O: -1.92552 0.05188 0.92241
C: -0.67217 -0.17341 1.04262
C: -0.05528 0.40055 -0.14488
O: 1.04440 -0.17112 -0.74016
Pt: 1.58465 0.27302 -2.23800
Li: 1.95950 -1.14786 0.47586
H: -0.45572 -1.22895 1.30613
H: -0.05574 1.50412 -0.12391

Atoms 1-2, force components in eV/Å:
0.93 -0.34 -0.50
-2.19 1.00 -1.10

- HOMO energy (spin up / spin down) (eV) = -11.48 / -13.66
- 2S+1 = 4
- energy above the lowest of the compared OMol25 structures with the same formula, charge and spin (kcal per mole) = 16.6
- charge = +1
- Kohn-Sham gap (spin up / spin down) (eV) = 6.659 / 7.055

Atom-resolved charges from Mulliken, all expressed in e:
1 H 0.290
2 O -0.286
3 C -0.347
4 C -0.079
5 O -0.624
6 Pt 0.640
7 Li 0.884
8 H 0.140
9 H 0.382